Record 1
{
  "formula": "CHF2NO2",
  "method": "wB97M-V/def2-TZVPD",
  "max_force_ev_per_a": 2.28,
  "homo_lumo_gap_ev": [9.87, 8.45],
  "charge": 0,
  "de_lowest_kcal_mol": 70.0,
  "homo_energy_ev": [-10.29, -9.79],
  "elements": ["C", "N", "O", "O", "F", "F", "H"],
  "xyz": [[-0.332, 0.495, -0.815], [-2.013, -0.162, 1.904], [-2.933, 0.207, 2.557], [-1.221, -1.059, 1.938], [-1.141, 1.216, 0.033], [-1.021, -0.553, -1.252], [0.579, 0.208, -0.344]]
}

Record 2
{
  "formula": "C14H32Cl2NO2P2Sc",
  "method": "wB97M-V/def2-TZVPD",
  "max_force_ev_per_a": 4.78,
  "homo_lumo_gap_ev": 7.80,
  "charge": 2,
  "de_lowest_kcal_mol": 0.0,
  "homo_energy_ev": -15.41,
  "elements": ["C", "C", "H", "H", "H", "O", "Cl", "Sc", "P", "C", "C", "H", "H", "H", "H", "H", "H", "C", "H", "H", "H", "P", "C", "C", "H", "H", "H", "C", "H", "H", "H", "H", "H", "H", "Cl", "O", "C", "C", "C", "C", "C", "C", "N", "H", "H", "H", "H", "H", "H", "H", "H", "H", "H", "H"],
  "xyz": [[3.723, -1.163, -3.638], [2.712, -0.645, -2.702], [3.590, -2.246, -3.799], [4.738, -0.973, -3.237], [3.643, -0.635, -4.607], [1.791, -1.234, -2.099], [2.865, 1.297, -2.339], [1.118, 0.423, -0.904], [2.766, -0.587, 0.985], [2.266, -2.051, 1.967], [4.422, -1.092, 0.406], [5.060, -1.321, 1.272], [3.974, 0.200, 2.940], [4.872, -0.278, -0.177], [3.465, 1.547, 1.864], [2.192, -2.930, 1.309], [4.342, -1.981, -0.235], [3.166, 0.593, 2.311], [2.999, -2.252, 2.767], [2.272, 0.770, 2.922], [1.277, -1.863, 2.412], [-0.818, 0.822, -2.774], [-2.296, -0.261, -2.769], [-1.586, 2.456, -2.548], [0.601, 1.283, -4.679], [-1.140, 1.405, -5.107], [-0.359, -0.205, -4.928], [-0.390, 0.826, -4.548], [-0.798, 3.209, -2.447], [-2.223, 2.689, -3.408], [-3.091, 0.173, -3.395], [-2.668, -0.386, -1.741], [-2.182, 2.463, -1.629], [-2.020, -1.251, -3.162], [1.025, 2.574, 0.080], [-0.467, -0.241, 0.231], [-1.468, 0.001, 1.006], [-2.576, -0.991, 1.176], [-2.721, -1.488, 2.623], [-3.543, -0.554, 3.506], [-2.885, 0.805, 3.744], [-2.688, 1.622, 2.473], [-1.542, 1.162, 1.651], [-3.516, -0.515, 0.844], [-2.365, -1.833, 0.510], [-3.211, -2.470, 2.599], [-1.728, -1.644, 3.070], [-4.536, -0.400, 3.056], [-3.699, -1.036, 4.478], [-3.528, 1.395, 4.409], [-1.924, 0.678, 4.256], [-3.610, 1.605, 1.865], [-2.480, 2.667, 2.736], [-0.824, 1.859, 1.406]]
}

Record 3
{
  "formula": "C2H6N4O2",
  "method": "wB97M-V/def2-TZVPD",
  "max_force_ev_per_a": 4.95,
  "homo_lumo_gap_ev": 9.50,
  "smiles": "NNC(=O)NC(N)=O",
  "charge": 0,
  "de_lowest_kcal_mol": 4.2,
  "homo_energy_ev": -8.97,
  "elements": ["N", "N", "C", "O", "N", "C", "N", "O", "H", "H", "H", "H", "H", "H"],
  "xyz": [[-2.631, -0.922, 0.085], [-1.279, -0.538, -0.115], [-0.848, 0.707, -0.272], [-1.531, 1.589, -0.700], [0.493, 0.824, 0.206], [1.461, -0.071, -0.280], [2.689, 0.208, 0.101], [1.273, -1.074, -0.955], [-2.744, -1.163, 1.084], [-3.215, -0.141, -0.114], [-0.548, -1.234, -0.173], [0.869, 1.727, 0.000], [2.867, 0.829, 0.967], [3.145, -0.742, 0.166]]
}

Record 4
{
  "formula": "C20H56O8",
  "method": "wB97M-V/def2-TZVPD",
  "max_force_ev_per_a": 2.67,
  "homo_lumo_gap_ev": 10.35,
  "smiles": "CC(C)O.CC(C)O.CC(C)O.CC(C)O.CCO.CCO.CCO.CCO",
  "charge": 0,
  "de_lowest_kcal_mol": 66.7,
  "homo_energy_ev": -9.85,
  "elements": ["C", "C", "C", "O", "H", "H", "H", "H", "H", "H", "H", "H", "C", "C", "C", "O", "H", "H", "H", "H", "H", "H", "H", "H", "C", "C", "C", "O", "H", "H", "H", "H", "H", "H", "H", "H", "C", "C", "C", "O", "H", "H", "H", "H", "H", "H", "H", "H", "C", "C", "O", "H", "H", "H", "H", "H", "H", "C", "C", "O", "H", "H", "H", "H", "H", "H", "C", "C", "O", "H", "H", "H", "H", "H", "H", "C", "C", "O", "H", "H", "H", "H", "H", "H"],
  "xyz": [[20.714, 2.150, -13.976], [20.847, 3.458, -14.578], [19.997, 4.520, -13.783], [22.252, 3.816, -14.672], [21.098, 2.272, -12.963], [21.248, 1.425, -14.590], [19.721, 1.710, -13.888], [20.463, 3.386, -15.596], [20.347, 5.466, -14.196], [20.234, 4.518, -12.719], [18.935, 4.287, -13.858], [22.606, 4.052, -13.811], [18.993, -1.644, -9.833], [18.940, -0.216, -9.525], [20.356, 0.250, -9.465], [18.365, 0.508, -10.608], [19.492, -1.888, -10.771], [17.967, -2.010, -9.874], [19.475, -2.153, -8.998], [18.381, -0.026, -8.609], [20.993, -0.110, -10.273], [20.792, -0.134, -8.543], [20.520, 1.328, -9.491], [19.093, 0.597, -11.228], [17.367, 3.745, -10.014], [16.577, 3.128, -8.803], [17.429, 2.792, -7.581], [15.597, 4.078, -8.461], [17.346, 4.833, -9.949], [16.932, 3.437, -10.964], [18.369, 3.316, -10.026], [16.179, 2.214, -9.244], [18.123, 1.998, -7.856], [16.850, 2.261, -6.826], [17.951, 3.668, -7.198], [15.075, 4.361, -9.215], [15.472, -4.455, -12.881], [14.756, -3.446, -11.962], [15.770, -2.952, -10.927], [14.261, -2.445, -12.879], [16.315, -4.019, -13.418], [14.864, -4.805, -13.715], [15.859, -5.243, -12.236], [13.958, -3.981, -11.447], [16.577, -2.465, -11.474], [16.088, -3.838, -10.377], [15.380, -2.215, -10.225], [13.793, -2.851, -13.612], [21.753, -1.875, -13.727], [22.812, -2.964, -13.267], [24.037, -2.305, -13.016], [22.228, -1.259, -14.491], [21.474, -1.314, -12.836], [20.825, -2.310, -14.098], [22.889, -3.674, -14.090], [22.380, -3.544, -12.451], [24.726, -2.801, -13.465], [16.960, 0.827, -13.668], [15.705, 0.743, -14.686], [16.087, 0.479, -15.970], [17.559, -0.084, -13.687], [16.461, 0.736, -12.703], [17.624, 1.688, -13.746], [15.192, 1.704, -14.658], [14.965, -0.009, -14.413], [16.702, 1.150, -16.276], [17.362, -0.917, -5.647], [18.256, -2.052, -5.053], [17.388, -3.217, -4.841], [16.782, -1.368, -6.452], [17.799, -0.016, -6.075], [16.632, -0.551, -4.925], [18.660, -1.488, -4.212], [19.144, -2.305, -5.633], [17.910, -3.835, -4.324], [20.802, 4.360, -8.452], [20.009, 5.540, -9.020], [20.875, 6.663, -8.917], [21.326, 4.543, -7.514], [21.470, 3.889, -9.172], [20.108, 3.550, -8.226], [19.097, 5.611, -8.427], [19.745, 5.276, -10.044], [21.485, 6.535, -8.186]]
}

Record 5
{
  "formula": "C5H6O2",
  "method": "wB97M-V/def2-TZVPD",
  "max_force_ev_per_a": 1.91,
  "homo_lumo_gap_ev": 11.02,
  "smiles": "C[C@H]1C=CC(=O)O1",
  "charge": 0,
  "de_lowest_kcal_mol": 3.8,
  "homo_energy_ev": -10.33,
  "elements": ["C", "C", "C", "C", "C", "O", "O", "H", "H", "H", "H", "H", "H"],
  "xyz": [[-1.701, 0.075, 0.013], [-0.318, 0.633, 0.248], [0.588, -0.326, 0.988], [1.517, -0.747, 0.156], [1.379, 0.069, -1.111], [2.078, 0.130, -2.092], [0.327, 0.865, -0.984], [-2.247, 0.816, -0.569], [-1.589, -0.794, -0.612], [-2.221, -0.137, 0.944], [-0.380, 1.602, 0.765], [0.312, -0.666, 1.953], [2.256, -1.520, 0.302]]
}

Record 6
{
  "formula": "C4H7NO2",
  "method": "wB97M-V/def2-TZVPD",
  "max_force_ev_per_a": 1.47,
  "homo_lumo_gap_ev": 8.82,
  "charge": 0,
  "de_lowest_kcal_mol": 37.3,
  "homo_energy_ev": -7.87,
  "elements": ["C", "C", "C", "O", "C", "O", "N", "H", "H", "H", "H", "H", "H", "H"],
  "xyz": [[-0.130, -0.369, 1.592], [0.614, -0.103, 0.317], [0.137, -2.025, -1.340], [-0.125, -2.903, -0.667], [0.193, 0.758, -0.629], [0.636, 0.704, -1.911], [-0.806, 1.697, -0.438], [-1.207, -0.211, 1.452], [-0.004, -1.416, 1.896], [0.201, 0.258, 2.429], [1.553, -0.621, 0.140], [0.664, -0.254, -2.113], [-0.803, 2.136, 0.471], [-0.922, 2.349, -1.200]]
}

Record 7
{
  "formula": "C33H40CrN2O6PSi",
  "method": "wB97M-V/def2-TZVPD",
  "max_force_ev_per_a": 3.10,
  "multiplicity": 5,
  "homo_lumo_gap_ev": [6.11, 6.66],
  "charge": -1,
  "de_lowest_kcal_mol": 0.0,
  "s2": 6.009,
  "homo_energy_ev": [-3.55, -4.11],
  "elements": ["Cr", "C", "O", "C", "C", "O", "C", "H", "H", "H", "H", "H", "H", "H", "H", "H", "H", "C", "C", "C", "C", "C", "C", "N", "N", "Si", "C", "C", "C", "H", "H", "H", "H", "H", "H", "H", "H", "H", "H", "H", "H", "H", "H", "H", "O", "C", "O", "C", "C", "C", "C", "C", "C", "P", "C", "C", "C", "C", "C", "C", "C", "C", "C", "C", "C", "C", "H", "H", "H", "H", "H", "H", "H", "H", "H", "H", "H", "H", "H", "H", "O", "C", "O", "H"],
  "xyz": [[-0.864, -0.275, 0.856], [0.376, 2.523, 2.462], [-0.480, 1.407, 2.611], [-0.534, 0.906, 3.956], [-1.479, -0.297, 4.015], [-1.207, -1.207, 2.988], [-1.700, -2.524, 3.252], [-0.106, 3.419, 2.902], [0.603, 2.687, 1.391], [1.337, 2.390, 2.995], [-0.932, 1.719, 4.600], [0.485, 0.661, 4.307], [-2.542, 0.039, 3.956], [-1.322, -0.784, 4.980], [-2.718, -2.464, 3.664], [-1.026, -2.955, 4.010], [-1.643, -3.086, 2.304], [-0.814, -4.062, -0.459], [-2.001, -3.149, -0.460], [-3.164, -3.605, -1.099], [-4.411, -2.935, -0.991], [-4.432, -1.760, -0.273], [-3.169, -1.214, 0.201], [-2.011, -1.983, 0.233], [-2.906, 0.023, 0.641], [-3.950, 1.500, 0.390], [-4.544, 1.337, -1.425], [-5.503, 1.377, 1.490], [-2.849, 3.010, 0.589], [-0.589, -4.436, -1.444], [-0.990, -4.924, 0.210], [0.076, -3.571, -0.105], [-3.068, -4.546, -1.613], [-5.293, -3.379, -1.466], [-5.323, -1.183, -0.151], [-5.452, 1.854, -1.673], [-4.596, 0.331, -1.855], [-3.782, 1.890, -2.001], [-5.947, 0.380, 1.478], [-6.261, 2.065, 1.125], [-5.263, 1.610, 2.532], [-1.983, 3.005, -0.123], [-2.435, 3.108, 1.607], [-3.369, 3.954, 0.444], [1.830, -1.462, 3.068], [1.950, -1.247, 1.850], [0.991, -1.152, 1.013], [3.376, -1.202, 1.258], [4.502, -1.875, 1.803], [5.780, -1.555, 1.386], [5.985, -0.611, 0.400], [4.864, -0.055, -0.272], [3.577, -0.411, 0.134], [2.155, 0.286, -0.790], [2.622, 1.949, -1.193], [2.082, 2.640, -2.284], [2.231, 4.036, -2.392], [2.998, 4.748, -1.466], [3.485, 4.075, -0.355], [3.292, 2.712, -0.221], [2.282, -0.554, -2.364], [2.857, -0.140, -3.556], [2.763, -0.948, -4.708], [2.015, -2.106, -4.734], [1.345, -2.478, -3.555], [1.504, -1.727, -2.399], [4.338, -2.609, 2.582], [6.586, -2.081, 1.888], [6.963, -0.284, 0.067], [4.987, 0.626, -1.088], [1.506, 2.111, -3.032], [1.766, 4.552, -3.205], [3.236, 5.803, -1.615], [4.142, 4.581, 0.359], [3.726, 2.212, 0.667], [3.379, 0.788, -3.666], [3.266, -0.612, -5.607], [1.901, -2.696, -5.617], [0.739, -3.374, -3.530], [1.040, -2.085, -1.476], [-1.492, -0.132, -2.798], [-1.093, 0.786, -2.102], [-0.618, 0.827, -0.923], [-1.079, 1.807, -2.578]]
}

Record 8
{
  "formula": "C21H27N3O3S",
  "method": "wB97M-V/def2-TZVPD",
  "max_force_ev_per_a": 19.44,
  "homo_lumo_gap_ev": 7.85,
  "charge": 0,
  "de_lowest_kcal_mol": 549.0,
  "homo_energy_ev": -7.61,
  "elements": ["C", "C", "N", "N", "C", "N", "C", "C", "S", "H", "C", "C", "C", "C", "C", "C", "H", "H", "H", "H", "H", "H", "C", "C", "C", "H", "H", "C", "H", "C", "O", "C", "C", "C", "H", "H", "H", "C", "H", "H", "H", "H", "H", "H", "H", "H", "O", "C", "O", "H", "H", "H", "H", "H", "H"],
  "xyz": [[0.657, 3.217, 1.188], [0.790, 2.212, -0.026], [-0.162, 1.542, -0.378], [-1.447, 1.427, 0.254], [-2.463, 0.453, -0.290], [-3.734, 0.533, 0.394], [-4.552, -0.454, -0.099], [-3.839, -1.025, -1.353], [-2.228, -0.519, -1.503], [-4.154, -1.879, -1.860], [-5.912, -0.267, 0.168], [-6.452, 0.458, 1.055], [-7.640, 0.077, 1.456], [-8.484, -0.582, 1.019], [-8.034, -1.513, -0.147], [-6.780, -1.431, -0.309], [-6.313, -2.212, -1.164], [-8.715, -2.277, -0.399], [-9.429, -0.643, 1.239], [-8.062, 0.954, 2.468], [-5.728, 1.077, 1.515], [-1.846, 2.211, 1.180], [1.892, 2.187, -0.758], [2.840, 1.222, 0.106], [2.461, -0.115, -0.261], [2.879, -0.746, 0.891], [1.395, -0.576, -0.117], [3.233, -0.764, -1.239], [2.471, -1.043, -1.980], [3.785, -2.367, -0.819], [4.467, -2.300, 0.264], [5.766, -1.956, 0.171], [6.045, -0.790, 1.363], [5.797, -1.522, 2.725], [5.829, -0.666, 3.492], [4.897, -1.690, 2.855], [6.625, -2.113, 2.800], [7.401, -0.201, 1.442], [7.476, 0.304, 0.221], [7.463, 0.656, 2.039], [8.250, -1.066, 1.420], [5.132, 0.028, 1.412], [6.355, -2.824, 0.558], [6.006, -1.695, -0.669], [2.796, -2.946, -0.855], [4.525, -2.723, -1.748], [4.349, -0.151, -1.502], [4.314, 0.976, -0.861], [5.021, 2.088, -1.119], [2.980, 1.663, 0.965], [1.688, 1.670, -1.826], [2.382, 3.092, -1.030], [0.536, 2.789, 1.945], [-0.073, 3.905, 1.007], [1.691, 3.628, 1.330]]
}